Computed, not measured: a single C5H7N molecule in a non-equilibrium geometry, with ωB97M-V with the def2-TZVPD basis set.

Output
lowest unoccupied orbital energy: 1.137 eV
ΔE to the lowest compared entry with this formula, charge and spin: 76.1 kcal per mole

```
! RIJCOSX wB97M-V def2-TZVPD def2/J DEFGRID3
* xyz 0 1
N 0.74 0.52 -1.02
C -1.65 0.99 1.69
C -0.69 0.70 1.04
C 0.54 0.21 0.36
C 0.29 -0.77 -1.51
C 0.54 -1.32 -0.11
H 1.32 0.53 1.02
H -2.42 1.31 2.44
H 0.95 -1.11 -2.36
H 0.24 1.35 -1.28
H -0.15 -1.98 0.34
H -0.74 -0.77 -1.77
H 1.52 -1.83 -0.06
*
```

Atom charges from the Mulliken analysis, given in e for atoms 1 to 8: number 1, N, carries -0.446; number 2, C, carries 0.346; number 3, C, carries -0.912; number 4, C, carries 0.023; number 5, C, carries -0.323; number 6, C, carries -0.672; number 7, H, carries 0.275; number 8, H, carries 0.397

---

Computed, not measured: a single C5H7N molecule in a non-equilibrium geometry, with ωB97M-V with the def2-TZVPD basis set.

Output
lowest unoccupied orbital energy: 0.845 eV
ΔE to the lowest compared entry with this formula, charge and spin: 40.9 kcal per mole

```
! RIJCOSX wB97M-V def2-TZVPD def2/J DEFGRID3
* xyz 0 1
N -2.04 1.85 -0.14
C -0.54 -0.88 0.82
C 1.43 0.61 -0.02
C -0.96 -0.30 -0.52
C 0.47 -0.56 -0.23
C -1.37 1.09 -0.69
H 1.74 1.04 -0.98
H 0.98 1.41 0.58
H -0.80 -1.94 0.98
H -1.53 -0.93 -1.18
H -0.58 -0.28 1.71
H 0.86 -1.37 -0.82
H 2.34 0.26 0.50
*
```

Atom charges from the Mulliken analysis, given in e for atoms 1 to 8: number 1, N, carries -0.427; number 2, C, carries -0.720; number 3, C, carries -1.395; number 4, C, carries 0.078; number 5, C, carries 0.220; number 6, C, carries -0.040; number 7, H, carries 0.327; number 8, H, carries 0.347

---

Computed, not measured: a single C5H7N molecule in a non-equilibrium geometry, with ωB97M-V with the def2-TZVPD basis set.

Output
lowest unoccupied orbital energy: 0.997 eV
ΔE to the lowest compared entry with this formula, charge and spin: 103.0 kcal per mole

```
! RIJCOSX wB97M-V def2-TZVPD def2/J DEFGRID3
* xyz 0 1
N -1.99 -0.44 -1.62
C 0.11 -0.03 -0.04
C -1.00 -0.25 -0.85
C -0.36 -1.43 0.25
C 1.36 0.77 -0.11
C 0.47 0.91 1.10
H -2.15 0.39 -2.25
H 1.40 1.57 -0.72
H 0.06 -2.35 -0.23
H 0.79 0.45 2.05
H -0.20 1.81 1.36
H 2.44 0.26 -0.06
H -0.93 -1.66 1.12
*
```

Atom charges from the Mulliken analysis, given in e for atoms 1 to 8: number 1, N, carries -0.600; number 2, C, carries 0.789; number 3, C, carries 0.222; number 4, C, carries -0.960; number 5, C, carries -0.580; number 6, C, carries -0.592; number 7, H, carries 0.241; number 8, H, carries 0.310

---

Computed, not measured: a single C5H7N molecule, with ωB97M-V with the def2-TZVPD basis set.

Output
lowest unoccupied orbital energy: 0.958 eV
ΔE to the lowest compared entry with this formula, charge and spin: 102.3 kcal per mole

```
! RIJCOSX wB97M-V def2-TZVPD def2/J DEFGRID3
* xyz 0 1
N 0.21 -0.05 0.77
C -0.94 -0.16 -0.16
C 1.09 -1.05 0.71
C 0.22 1.02 1.56
C -0.57 0.08 -1.55
C -0.31 0.28 -2.71
H -0.50 1.81 1.38
H -1.35 -1.17 -0.05
H -0.06 0.45 -3.74
H 1.99 -0.98 1.30
H 0.88 -1.89 0.05
H -1.70 0.55 0.17
H 1.03 1.13 2.26
*
```

Atom charges from the Mulliken analysis, given in e for atoms 1 to 8: number 1, N, carries 0.175; number 2, C, carries -1.239; number 3, C, carries -0.515; number 4, C, carries -0.488; number 5, C, carries -0.086; number 6, C, carries 0.139; number 7, H, carries 0.195; number 8, H, carries 0.363

---

Number 2 is which compound?
C5H7N